A 26-piece molecular cluster, C90H168F2N26O19S2 overall in a non-equilibrium geometry, computed with the ωB97M-V functional and the def2-TZVPD basis.

Its multiplicity is 1. Its gap between HOMO and LUMO is 7.281 eV. The calculation puts the total energy at -200796.2727 eV.

Last columns: bonded neighbours and bond lengths (Å).
Element x y z (Å)
1 C 1.28 -2.59 0.30  C2 1.468, H11 1.090, H12 1.090, H13 1.090
2 C 1.57 -1.32 -0.37  C1 1.468, N3 1.606, H14 1.090, H15 1.090
3 N 0.80 -0.05 0.24  C2 1.606, C4 1.517, C5 1.587, C7 1.610
4 C 1.23 0.12 1.68  N3 1.517, H16 1.090, H17 1.090, H18 1.090
5 C 1.07 1.21 -0.70  N3 1.587, C6 1.533, H19 1.090, H20 1.090
6 C 2.50 1.74 -0.63  C5 1.533, H21 1.090, H22 1.090, H23 1.090
7 C -0.78 -0.31 0.05  N3 1.610, C8 1.558, H24 1.090, H25 1.090
8 C -1.79 0.88 0.17  C7 1.558, O9 1.428, H26 1.090, H27 1.090
9 O -1.26 1.87 1.05  C8 1.428, C10 1.414
10 C -1.97 3.09 0.94  O9 1.414, H28 1.090, H29 1.090, H30 1.090
11 H 1.50 -2.70 1.37  C1 1.090
12 H 1.93 -3.33 -0.17  C1 1.090
13 H 0.26 -2.97 0.23  C1 1.090
14 H 1.25 -1.25 -1.41  C2 1.090
15 H 2.62 -1.05 -0.33  C2 1.090
16 H 2.31 -0.02 1.65  C4 1.090
17 H 0.89 -0.73 2.27  C4 1.090
18 H 0.91 1.12 1.97  C4 1.090
19 H 0.55 2.12 -0.43  C5 1.090
20 H 0.74 0.90 -1.69  C5 1.090
21 H 3.23 1.06 -1.07  C6 1.090
22 H 2.94 2.01 0.33  C6 1.090
23 H 2.37 2.62 -1.27  C6 1.090
24 H -0.99 -1.02 0.84  C7 1.090
25 H -0.94 -0.92 -0.84  C7 1.090
26 H -2.76 0.42 0.38  C8 1.090
27 H -2.02 1.38 -0.77  C8 1.090
28 H -2.98 3.10 1.35  C10 1.090
29 H -1.90 3.35 -0.12  C10 1.090
30 H -1.42 3.83 1.53  C10 1.090
31 N -4.28 -4.99 0.32  S32 1.477, S36 1.710
32 S -4.41 -6.20 -0.52  N31 1.477, O33 1.443, O34 1.457, F35 1.643, S36 2.391
33 O -4.52 -5.92 -1.93  S32 1.443
34 O -5.16 -7.29 0.09  S32 1.457
35 F -2.80 -6.56 -0.44  S32 1.643
36 S -5.80 -4.32 -0.06  N31 1.710, S32 2.391, O37 1.461, O38 1.464, F39 1.600
37 O -7.04 -5.09 -0.01  S36 1.461
38 O -5.73 -3.13 -0.91  S36 1.464
39 F -5.86 -3.58 1.36  S36 1.600
40 C 0.25 -7.93 -0.62  O41 1.267, N42 1.358, H45 1.101
41 O 0.48 -7.48 -1.78  C40 1.267
42 N 1.22 -8.53 0.12  C40 1.358, C43 1.485, C44 1.489
43 C 1.09 -8.99 1.53  N42 1.485, H46 1.090, H47 1.090, H48 1.090
44 C 2.51 -8.88 -0.54  N42 1.489, H49 1.090, H50 1.090, H51 1.090
45 H -0.70 -7.77 -0.09  C40 1.101
46 H 1.01 -10.07 1.62  C43 1.090
47 H 0.20 -8.59 2.03  C43 1.090
48 H 2.06 -8.83 1.98  C43 1.090
49 H 2.54 -8.58 -1.59  C44 1.090
50 H 3.36 -8.43 -0.03  C44 1.090
51 H 2.73 -9.94 -0.59  C44 1.090
52 C 5.40 -2.49 1.72  O53 1.228, N54 1.367, H57 1.101
53 O 4.81 -1.60 1.11  C52 1.228
54 N 6.40 -2.30 2.63  C52 1.367, C55 1.503, C56 1.456
55 C 7.07 -3.46 3.30  N54 1.503, H58 1.090, H59 1.090, H60 1.090
56 C 6.90 -0.98 3.00  N54 1.456, H61 1.090, H62 1.090, H63 1.090
57 H 5.28 -3.56 1.51  C52 1.101
58 H 6.52 -4.40 3.21  C55 1.090
59 H 7.14 -3.22 4.36  C55 1.090
60 H 8.09 -3.55 2.91  C55 1.090
61 H 6.45 -0.14 2.47  C56 1.090
62 H 6.88 -0.74 4.06  C56 1.090
63 H 7.98 -0.87 2.88  C56 1.090
64 C -5.83 0.03 -1.30  O65 1.226, N66 1.343, H69 1.101
65 O -5.11 0.91 -1.75  C64 1.226
66 N -6.56 0.20 -0.18  C64 1.343, C67 1.472, C68 1.480
67 C -7.45 -0.79 0.44  N66 1.472, H70 1.090, H71 1.090, H72 1.090
68 C -6.64 1.52 0.49  N66 1.480, H73 1.090, H74 1.090, H75 1.090
69 H -6.04 -0.94 -1.78  C64 1.101
70 H -7.17 -0.91 1.49  C67 1.090
71 H -7.52 -1.74 -0.09  C67 1.090
72 H -8.46 -0.39 0.43  C67 1.090
73 H -6.56 1.44 1.58  C68 1.090
74 H -5.92 2.24 0.11  C68 1.090
75 H -7.65 1.90 0.30  C68 1.090
76 C 3.71 -5.66 -5.14  O77 1.254, N78 1.368, H81 1.101
77 O 4.42 -5.41 -6.15  C76 1.254
78 N 3.74 -4.99 -3.95  C76 1.368, C79 1.510, C80 1.455
79 C 2.73 -5.36 -2.89  N78 1.510, H82 1.090, H83 1.090, H84 1.090
80 C 4.60 -3.83 -3.74  N78 1.455, H85 1.090, H86 1.090, H87 1.090
81 H 3.06 -6.54 -5.15  C76 1.101
82 H 3.28 -5.46 -1.95  C79 1.090
83 H 2.12 -6.24 -3.08  C79 1.090
84 H 2.00 -4.57 -2.75  C79 1.090
85 H 5.45 -4.00 -3.07  C80 1.090
86 H 5.02 -3.40 -4.64  C80 1.090
87 H 3.87 -3.11 -3.37  C80 1.090
88 C 0.14 2.04 -6.76  O89 1.222, N90 1.305, H93 1.101
89 O -0.66 1.41 -7.45  C88 1.222
90 N 1.20 2.69 -7.15  C88 1.305, C91 1.475, C92 1.435
91 C 2.22 3.23 -6.23  N90 1.475, H94 1.090, H95 1.090, H96 1.090
92 C 1.65 2.76 -8.51  N90 1.435, H97 1.090, H98 1.090, H99 1.090
93 H 0.05 2.11 -5.67  C88 1.101
94 H 3.07 2.61 -5.96  C91 1.090
95 H 1.81 3.62 -5.30  C91 1.090
96 H 2.50 4.19 -6.67  C91 1.090
97 H 0.84 2.54 -9.21  C92 1.090
98 H 1.97 3.75 -8.84  C92 1.090
99 H 2.40 1.98 -8.59  C92 1.090
100 C -2.69 2.73 -3.23  O101 1.229, N102 1.387, H105 1.101
101 O -1.59 2.21 -3.41  C100 1.229
102 N -3.14 3.76 -4.05  C100 1.387, C103 1.451, C104 1.427
103 C -4.43 4.38 -3.85  N102 1.451, H106 1.090, H107 1.090, H108 1.090
104 C -2.47 4.11 -5.26  N102 1.427, H109 1.090, H110 1.090, H111 1.090
105 H -3.33 2.60 -2.35  C100 1.101
106 H -4.28 5.41 -3.51  C103 1.090
107 H -5.11 3.94 -3.12  C103 1.090
108 H -5.02 4.38 -4.77  C103 1.090
109 H -2.76 3.61 -6.18  C104 1.090
110 H -2.47 5.19 -5.40  C104 1.090
111 H -1.41 3.84 -5.18  C104 1.090
112 C 1.32 7.93 -0.04  O113 1.231, N114 1.375, H117 1.101
113 O 1.60 8.14 -1.22  C112 1.231
114 N 0.60 6.88 0.48  C112 1.375, C115 1.461, C116 1.478
115 C 0.14 6.99 1.86  N114 1.461, H118 1.090, H119 1.090, H120 1.090
116 C 0.27 5.75 -0.41  N114 1.478, H121 1.090, H122 1.090, H123 1.090
117 H 1.58 8.63 0.77  C112 1.101
118 H -0.89 6.67 1.98  C115 1.090
119 H 0.25 8.02 2.18  C115 1.090
120 H 0.60 6.32 2.59  C115 1.090
121 H 0.62 5.92 -1.43  C116 1.090
122 H 0.63 4.87 0.13  C116 1.090
123 H -0.80 5.55 -0.37  C116 1.090
124 C 1.53 -4.39 4.38  O125 1.242, N126 1.327, H129 1.101
125 O 1.44 -5.03 3.32  C124 1.242
126 N 0.84 -4.74 5.45  C124 1.327, C127 1.511, C128 1.503
127 C 1.03 -3.94 6.72  N126 1.511, H130 1.090, H131 1.090, H132 1.090
128 C -0.26 -5.76 5.39  N126 1.503, H133 1.090, H134 1.090, H135 1.090
129 H 2.24 -3.57 4.56  C124 1.101
130 H 1.32 -4.54 7.58  C127 1.090
131 H 0.12 -3.39 6.94  C127 1.090
132 H 1.77 -3.14 6.68  C127 1.090
133 H -0.33 -6.25 4.42  C128 1.090
134 H -0.18 -6.55 6.14  C128 1.090
135 H -1.23 -5.27 5.37  C128 1.090
136 C -7.81 4.74 3.77  O137 1.250, N138 1.330, H141 1.101
137 O -7.54 4.64 2.55  C136 1.250
138 N -8.90 5.27 4.31  C136 1.330, C139 1.476, C140 1.425
139 C -9.97 5.93 3.54  N138 1.476, H142 1.090, H143 1.090, H144 1.090
140 C -8.94 5.60 5.70  N138 1.425, H145 1.090, H146 1.090, H147 1.090
141 H -7.16 4.32 4.55  C136 1.101
142 H -9.98 6.99 3.76  C139 1.090
143 H -10.94 5.46 3.69  C139 1.090
144 H -9.79 5.79 2.47  C139 1.090
145 H -9.92 5.43 6.14  C140 1.090
146 H -8.41 4.81 6.24  C140 1.090
147 H -8.64 6.61 5.96  C140 1.090
148 C -4.24 3.36 4.93  O149 1.183, N150 1.324, H153 1.101
149 O -4.57 3.79 3.88  C148 1.183
150 N -4.43 2.12 5.35  C148 1.324, C151 1.445, C152 1.459
151 C -4.01 1.75 6.68  N150 1.445, H154 1.090, H155 1.090, H156 1.090
152 C -4.92 1.11 4.41  N150 1.459, H157 1.090, H158 1.090, H159 1.090
153 H -3.85 4.05 5.70  C148 1.101
154 H -3.66 0.71 6.71  C151 1.090
155 H -4.78 2.01 7.41  C151 1.090
156 H -3.08 2.25 6.95  C151 1.090
157 H -5.83 0.58 4.68  C152 1.090
158 H -5.01 1.52 3.41  C152 1.090
159 H -4.07 0.44 4.37  C152 1.090
160 C -0.41 -6.27 -4.77  O161 1.205, N162 1.362, H165 1.101
161 O 0.55 -6.48 -5.46  C160 1.205
162 N -1.67 -6.32 -5.29  C160 1.362, C163 1.465, C164 1.516
163 C -2.87 -6.05 -4.48  N162 1.465, H166 1.090, H167 1.090, H168 1.090
164 C -1.91 -6.70 -6.74  N162 1.516, H169 1.090, H170 1.090, H171 1.090
165 H -0.37 -5.85 -3.75  C160 1.101
166 H -3.15 -5.00 -4.63  C163 1.090
167 H -2.70 -6.21 -3.41  C163 1.090
168 H -3.69 -6.69 -4.78  C163 1.090
169 H -2.42 -5.90 -7.27  C164 1.090
170 H -1.04 -6.95 -7.34  C164 1.090
171 H -2.58 -7.56 -6.73  C164 1.090
172 C 4.35 -5.95 1.23  O173 1.217, N174 1.333, H177 1.101
173 O 4.55 -5.56 0.09  C172 1.217
174 N 5.32 -6.54 1.94  C172 1.333, C175 1.444, C176 1.413
175 C 6.69 -6.67 1.52  N174 1.444, H178 1.090, H179 1.090, H180 1.090
176 C 5.06 -7.19 3.17  N174 1.413, H181 1.090, H182 1.090, H183 1.090
177 H 3.36 -6.09 1.69  C172 1.101
178 H 6.80 -6.20 0.54  C175 1.090
179 H 7.05 -7.68 1.29  C175 1.090
180 H 7.36 -6.14 2.19  C175 1.090
181 H 5.85 -6.87 3.84  C176 1.090
182 H 4.17 -6.93 3.75  C176 1.090
183 H 5.02 -8.28 3.20  C176 1.090
184 C -2.82 -0.93 -7.59  O185 1.274, N186 1.327, H189 1.101
185 O -3.20 -1.55 -8.63  C184 1.274
186 N -3.69 -0.46 -6.70  C184 1.327, C187 1.464, C188 1.440
187 C -5.13 -0.66 -6.80  N186 1.464, H190 1.090, H191 1.090, H192 1.090
188 C -3.26 0.10 -5.45  N186 1.440, H193 1.090, H194 1.090, H195 1.090
189 H -1.77 -0.68 -7.37  C184 1.101
190 H -5.75 0.21 -6.57  C187 1.090
191 H -5.60 -1.29 -6.05  C187 1.090
192 H -5.50 -1.15 -7.70  C187 1.090
193 H -3.76 1.07 -5.37  C188 1.090
194 H -3.47 -0.52 -4.58  C188 1.090
195 H -2.21 0.34 -5.29  C188 1.090
196 C 7.72 0.42 -2.63  O197 1.263, N198 1.352, H201 1.101
197 O 8.48 1.43 -2.54  C196 1.263
198 N 6.72 0.15 -1.76  C196 1.352, C199 1.465, C200 1.454
199 C 5.92 -1.06 -2.01  N198 1.465, H202 1.090, H203 1.090, H204 1.090
200 C 6.41 0.97 -0.61  N198 1.454, H205 1.090, H206 1.090, H207 1.090
201 H 7.83 -0.38 -3.38  C196 1.101
202 H 5.87 -1.67 -1.11  C199 1.090
203 H 6.21 -1.82 -2.73  C199 1.090
204 H 4.87 -0.88 -2.24  C199 1.090
205 H 6.70 0.52 0.34  C200 1.090
206 H 6.89 1.94 -0.67  C200 1.090
207 H 5.33 1.11 -0.65  C200 1.090
208 N 0.63 5.92 5.19  C209 1.379, C212 1.440, H213 1.010
209 C -0.54 6.55 4.82  N208 1.379, C210 1.398, H214 1.080
210 C -1.38 5.51 4.43  C209 1.398, C211 1.393, H215 1.080
211 C -0.78 4.25 4.48  C210 1.393, C212 1.472, H216 1.080
212 C 0.60 4.51 4.92  N208 1.440, C211 1.472, H217 1.080
213 H 1.45 6.43 5.49  N208 1.010
214 H -0.64 7.62 4.90  C209 1.080
215 H -2.40 5.70 4.10  C210 1.080
216 H -1.28 3.30 4.36  C211 1.080
217 H 1.44 3.90 5.24  C212 1.080
218 N -2.47 -3.61 -1.35  C219 1.357, C222 1.324, H223 1.010
219 C -2.68 -2.49 -2.08  N218 1.357, C220 1.429, H224 1.080
220 C -1.56 -2.23 -2.92  C219 1.429, C221 1.417, H225 1.080
221 C -0.71 -3.34 -2.68  C220 1.417, C222 1.386, H226 1.080
222 C -1.31 -4.13 -1.71  N218 1.324, C221 1.386, H227 1.080
223 H -3.07 -4.08 -0.69  N218 1.010
224 H -3.64 -1.99 -2.08  C219 1.080
225 H -1.34 -1.44 -3.62  C220 1.080
226 H 0.27 -3.54 -3.08  C221 1.080
227 H -0.85 -4.97 -1.20  C222 1.080
228 N 2.58 -1.77 -5.47  C229 1.378, C232 1.358, H233 1.010
229 C 1.74 -1.03 -4.66  N228 1.378, C230 1.366, H234 1.080
230 C 2.35 0.13 -4.28  C229 1.366, C231 1.412, H235 1.080
231 C 3.60 0.11 -4.92  C230 1.412, C232 1.368, H236 1.080
232 C 3.71 -1.04 -5.65  N228 1.358, C231 1.368, H237 1.080
233 H 2.30 -2.51 -6.10  N228 1.010
234 H 0.72 -1.35 -4.56  C229 1.080
235 H 1.93 0.98 -3.75  C230 1.080
236 H 4.35 0.90 -4.91  C231 1.080
237 H 4.52 -1.42 -6.25  C232 1.080
238 N 1.54 7.23 -3.75  C239 1.387, C242 1.394, H243 1.010
239 C 0.73 6.34 -4.45  N238 1.387, C240 1.346, H244 1.080
240 C 1.00 6.56 -5.75  C239 1.346, C241 1.417, H245 1.080
241 C 1.87 7.66 -5.91  C240 1.417, C242 1.343, H246 1.080
242 C 2.13 8.10 -4.67  N238 1.394, C241 1.343, H247 1.080
243 H 1.55 7.33 -2.75  N238 1.010
244 H 0.11 5.64 -3.90  C239 1.080
245 H 0.55 6.04 -6.58  C240 1.080
246 H 2.32 8.10 -6.79  C241 1.080
247 H 2.79 8.85 -4.25  C242 1.080
248 N 2.33 -0.45 7.03  C249 1.388, C252 1.387, H253 1.010
249 C 2.78 -0.87 5.79  N248 1.388, C250 1.392, H254 1.080
250 C 3.93 -1.63 5.98  C249 1.392, C251 1.391, H255 1.080
251 C 4.14 -1.72 7.35  C250 1.391, C252 1.396, H256 1.080
252 C 3.04 -1.15 8.00  N248 1.387, C251 1.396, H257 1.080
253 H 1.53 0.15 7.13  N248 1.010
254 H 2.32 -0.57 4.86  C249 1.080
255 H 4.43 -2.12 5.16  C250 1.080
256 H 4.95 -2.34 7.70  C251 1.080
257 H 2.73 -1.07 9.03  C252 1.080
258 N 5.25 4.23 -4.55  C259 1.347, C262 1.341, H263 1.010
259 C 5.63 3.39 -3.56  N258 1.347, C260 1.431, H264 1.080
260 C 4.70 3.57 -2.49  C259 1.431, C261 1.350, H265 1.080
261 C 3.97 4.66 -2.83  C260 1.350, C262 1.363, H266 1.080
262 C 4.22 4.98 -4.13  N258 1.341, C261 1.363, H267 1.080
263 H 5.71 4.28 -5.44  N258 1.010
264 H 6.52 2.78 -3.59  C259 1.080
265 H 4.84 3.00 -1.59  C260 1.080
266 H 3.22 5.15 -2.22  C261 1.080
267 H 3.76 5.64 -4.85  C262 1.080
268 N -5.05 5.41 1.24  C269 1.355, C272 1.332, H273 1.010
269 C -4.09 6.30 1.58  N268 1.355, C270 1.410, H274 1.080
270 C -3.24 6.57 0.48  C269 1.410, C271 1.407, H275 1.080
271 C -3.78 5.79 -0.56  C270 1.407, C272 1.378, H276 1.080
272 C -4.79 5.03 0.00  N268 1.332, C271 1.378, H277 1.080
273 H -5.86 5.19 1.82  N268 1.010
274 H -4.01 6.54 2.63  C269 1.080
275 H -2.44 7.29 0.40  C270 1.080
276 H -3.42 5.73 -1.57  C271 1.080
277 H -5.36 4.26 -0.51  C272 1.080
278 N -0.14 0.55 8.47  C279 1.393, C282 1.359, H283 1.010
279 C -0.79 -0.64 8.12  N278 1.393, C280 1.330, H284 1.080
280 C -1.26 -0.49 6.88  C279 1.330, C281 1.432, H285 1.080
281 C -0.84 0.77 6.36  C280 1.432, C282 1.386, H286 1.080
282 C -0.18 1.39 7.41  N278 1.359, C281 1.386, H287 1.080
283 H 0.29 0.69 9.37  N278 1.010
284 H -0.60 -1.44 8.81  C279 1.080
285 H -1.70 -1.27 6.29  C280 1.080
286 H -1.07 1.18 5.38  C281 1.080
287 H 0.31 2.35 7.40  C282 1.080
288 N -2.72 -3.31 2.09  C289 1.360, C292 1.351, H293 1.010
289 C -1.60 -3.47 2.84  N288 1.360, C290 1.345, H294 1.080
290 C -1.30 -2.29 3.41  C289 1.345, C291 1.432, H295 1.080
291 C -2.30 -1.32 3.10  C290 1.432, C292 1.429, H296 1.080
292 C -3.11 -2.02 2.15  N288 1.351, C291 1.429, H297 1.080
293 H -3.20 -3.96 1.48  N288 1.010
294 H -1.09 -4.42 2.84  C289 1.080
295 H -0.49 -2.21 4.13  C290 1.080
296 H -2.24 -0.29 3.41  C291 1.080
297 H -4.01 -1.72 1.63  C292 1.080
298 N 4.38 2.82 2.76  C299 1.409, C302 1.385, H303 1.010
299 C 4.53 3.88 1.84  N298 1.409, C300 1.404, H304 1.080
300 C 3.24 4.37 1.58  C299 1.404, C301 1.354, H305 1.080
301 C 2.41 3.81 2.49  C300 1.354, C302 1.349, H306 1.080
302 C 3.06 2.83 3.16  N298 1.385, C301 1.349, H307 1.080
303 H 5.09 2.22 3.16  N298 1.010
304 H 5.45 4.36 1.53  C299 1.080
305 H 3.01 5.16 0.88  C300 1.080
306 H 1.37 4.08 2.51  C301 1.080
307 H 2.74 2.04 3.82  C302 1.080